2 unconnected molecules or ions with the total composition C3H11N2OS in a non-equilibrium geometry. Source: the OMol25 dataset; level of theory: ωB97M-V/def2-TZVPD.

Values from the calculation:
HOMO-LUMO gap (alpha / beta) = 9.8227 / 6.6782 eV
energy above the lowest of the compared OMol25 structures with the same formula, charge and spin = 0.8133 eV
lowest unoccupied orbital energy (alpha / beta) = 0.7 / -2.5 eV

```
! RIJCOSX wB97M-V def2-TZVPD def2/J DEFGRID3
* xyz 0 2
C 0.48 -0.22 0.43
C 0.79 -1.78 0.13
S 1.09 -2.51 1.77
N 0.43 0.56 -0.77
C 0.35 2.03 -0.62
N -0.26 2.59 -1.79
H 1.34 0.18 1.05
H -0.41 0.02 0.98
H -0.10 -2.30 -0.26
H 1.64 -1.96 -0.62
H -0.38 0.28 -1.34
H -0.45 2.12 0.18
H 1.23 2.64 -0.41
H -1.16 2.12 -1.96
H 0.25 2.53 -2.67
H -0.92 -2.35 2.21
H -1.98 -1.76 1.38
O -1.92 -2.17 2.30
*
```

These are the Mulliken partial charges, in e, on atoms 1 to 5:
1. C -0.61
2. C -0.53
3. S -0.15
4. N -0.41
5. C -0.39